No. 1
The following is a quantum chemistry calculation of a molecular structure, C26H25Cr2N5O3, from the Open Molecules 2025 dataset.

Results
calculated total energy = -3593.19988 hartree
spin multiplicity = 10
HOMO level (spin up / spin down) = -16.280 / -16.661 eV
Kohn-Sham gap (spin up / spin down) = 0.2504 / 0.1023 hartree
net charge = +3

Each line ends with the Löwdin charge.
CARTESIAN COORDINATES (ANGSTROEM)
Cr (-0.00236, 2.17617, -0.20213)  0.937
Cr (0.33906, -1.56641, 2.37138)  1.107
C (-0.93027, -0.11103, 0.62159)  -1.095
O (-1.04655, -1.32583, 0.72071)  -0.034
O (-0.02707, 0.40897, 1.23526)  -0.110
O (-1.56322, 0.59987, -0.18703)  -0.052
N (1.43882, -2.74654, 0.80719)  0.014
C (1.81969, -4.11091, 0.75159)  -0.020
C (2.47070, -4.60292, -0.34502)  -0.016
C (3.02533, -3.74465, -1.26533)  -0.001
C (2.74391, -2.38125, -1.21889)  -0.022
C (1.91853, -1.96544, -0.18139)  -0.131
H (1.55953, -4.80077, 1.54078)  0.111
H (2.62082, -5.67085, -0.40324)  0.136
H (3.49113, -4.21537, -2.11847)  0.132
H (3.10573, -1.59786, -1.86833)  0.104
H (1.74772, -0.90398, -0.07880)  0.098
N (0.86348, 1.10574, -2.20636)  0.080
C (0.69932, -0.20373, -2.57382)  -0.009
C (1.41314, -0.83481, -3.60527)  0.067
C (2.29604, -0.05865, -4.38727)  0.018
C (2.41659, 1.25431, -4.12789)  0.054
C (1.77327, 1.80319, -2.98197)  0.033
H (0.01442, -0.80422, -1.99353)  0.137
H (1.15138, -1.84671, -3.87719)  0.150
H (2.77944, -0.55652, -5.21482)  0.148
H (3.04943, 1.93127, -4.68255)  0.149
H (2.02123, 2.81650, -2.70248)  0.125
N (-1.38934, 3.39231, 1.42132)  0.013
C (-0.98974, 4.65661, 1.91247)  -0.086
C (-1.35646, 5.15493, 3.15410)  -0.025
C (-2.17935, 4.34414, 3.95945)  -0.019
C (-2.54089, 3.07661, 3.57304)  -0.043
C (-2.20708, 2.73084, 2.31137)  -0.135
H (-0.32762, 5.24881, 1.29824)  0.103
H (-1.06384, 6.11219, 3.55959)  0.121
H (-2.33781, 4.68099, 4.97326)  0.125
H (-3.30646, 2.44486, 3.99870)  0.128
H (-2.56406, 1.84648, 1.80454)  0.107
N (-0.97825, 3.49518, -1.52297)  -0.063
C (-0.41787, 4.35786, -2.37270)  -0.149
C (-0.98884, 4.95122, -3.50326)  -0.012
C (-2.28494, 4.63209, -3.83575)  -0.023
C (-3.01923, 3.94013, -2.89923)  0.013
C (-2.30189, 3.33935, -1.81807)  -0.064
H (0.58141, 4.55781, -2.01510)  0.108
H (-0.27809, 5.48267, -4.11873)  0.125
H (-2.74080, 4.87599, -4.78396)  0.134
H (-4.07303, 3.72697, -3.00155)  0.129
H (-2.90395, 2.77390, -1.12223)  0.115
N (0.01007, -3.63837, 3.16309)  -0.055
C (0.73012, -4.36541, 4.10696)  -0.108
C (0.55581, -5.67671, 4.42700)  -0.005
C (-0.37170, -6.35736, 3.59615)  -0.008
C (-1.04253, -5.71383, 2.57526)  -0.022
C (-0.81992, -4.35001, 2.36706)  -0.133
H (1.43864, -3.77377, 4.66765)  0.119
H (1.20381, -6.18276, 5.12730)  0.130
H (-0.51500, -7.40699, 3.80628)  0.127
H (-1.65001, -6.39188, 1.99422)  0.127
H (-1.06030, -4.01232, 1.36977)  0.117

No. 2
The following is a quantum chemistry calculation of a gas-phase ion, C26H25F3N3O2S2 (charge -1), from the Open Molecules 2025 dataset.

Results
calculated total energy = -2416.62379 hartree
SMILES = Cn1c([O-])c([C@H](Sc2ccc(C(F)(F)F)cc2)c2cc3c4c(c2)CCCN4CCC3)c(=O)n(C)c1=S
HOMO level = -4.130 eV
Kohn-Sham gap = 0.2446 hartree
net charge = -1

Each line ends with the Löwdin charge.
CARTESIAN COORDINATES (ANGSTROEM)
C (-1.46590, -1.17117, 4.75341)  -0.108
N (-1.40854, 0.10904, 4.07063)  -0.060
C (-0.19814, 0.48584, 3.40728)  -0.376
O (0.83394, -0.15913, 3.63941)  0.031
C (-0.32247, 1.61932, 2.52553)  -0.156
C (0.30412, 1.71251, 1.19721)  -0.299
S (-1.13041, 0.98726, -0.06415)  0.958
C (-1.59500, 2.16472, -1.24970)  -0.573
C (-2.79565, 2.91036, -1.20405)  -0.067
C (-2.97432, 3.97064, -2.09356)  -0.018
C (-1.97026, 4.27768, -3.01768)  -0.146
C (-2.09632, 5.50403, -3.87880)  -0.519
F (-0.87285, 6.02365, -4.20463)  0.105
F (-2.81146, 6.49354, -3.26198)  0.107
F (-2.74231, 5.21899, -5.06234)  0.099
C (-0.84892, 3.45743, -3.15676)  -0.025
C (-0.66877, 2.39022, -2.28461)  -0.095
C (1.59770, 0.92272, 1.02404)  -0.231
C (1.46177, -0.40936, 0.68875)  -0.053
C (2.56801, -1.21798, 0.48178)  -0.140
C (3.87398, -0.67881, 0.57504)  -0.113
C (4.05051, 0.69705, 0.90660)  -0.137
C (2.89647, 1.46477, 1.13114)  0.024
C (5.44832, 1.25518, 1.00330)  -0.151
C (6.55029, 0.18330, 1.04342)  -0.176
C (6.26430, -0.92573, 0.05924)  -0.191
N (4.93930, -1.46070, 0.23025)  -0.108
C (4.77113, -2.76051, -0.36679)  -0.186
C (3.58071, -3.50209, 0.19389)  -0.175
C (2.32169, -2.64158, 0.10022)  -0.150
C (-1.41701, 2.53175, 2.71750)  -0.425
O (-1.55490, 3.56857, 2.04862)  -0.003
N (-2.31061, 2.24362, 3.79220)  -0.051
C (-3.43439, 3.15262, 4.02620)  -0.100
C (-2.43188, 0.99026, 4.37447)  -0.718
S (-3.69244, 0.57627, 5.39378)  0.628
H (-0.69930, -1.83526, 4.37331)  0.080
H (-1.35681, -1.01448, 5.83249)  0.078
H (-2.46529, -1.57271, 4.57611)  0.049
H (0.42910, 2.75506, 0.92144)  0.108
H (-3.53998, 2.70612, -0.43004)  0.111
H (-3.87227, 4.59052, -2.04604)  0.120
H (-0.09520, 3.66989, -3.91532)  0.118
H (0.23008, 1.76926, -2.33074)  0.106
H (0.48561, -0.88644, 0.61050)  0.090
H (2.98875, 2.51685, 1.42081)  0.124
H (5.55004, 1.88860, 1.89564)  0.115
H (5.63296, 1.90383, 0.14254)  0.112
H (6.60048, -0.23568, 2.05747)  0.119
H (7.52562, 0.61485, 0.79399)  0.108
H (6.96320, -1.75861, 0.19380)  0.113
H (6.38897, -0.55703, -0.97237)  0.128
H (4.64702, -2.62470, -1.45216)  0.129
H (5.70538, -3.30653, -0.19374)  0.114
H (3.46044, -4.43029, -0.36911)  0.107
H (3.77017, -3.74312, 1.24829)  0.121
H (1.55147, -3.07191, 0.75457)  0.121
H (1.92278, -2.68447, -0.91853)  0.120
H (-3.27524, 4.08084, 3.47789)  0.078
H (-4.37368, 2.66419, 3.72808)  0.067
H (-3.49138, 3.31859, 5.11009)  0.064

No. 3
The following is a quantum chemistry calculation of a single C26H25FN4O5 molecule, from the Open Molecules 2025 dataset.

Results
calculated total energy = -1700.98325 hartree
SMILES = O=C(CCCCn1c(=O)c2ccccc2n(CC(=O)Nc2ccc(F)cc2)c1=O)NCc1ccco1
HOMO level = -8.289 eV
Kohn-Sham gap = 0.3094 hartree

Each line ends with the Löwdin charge.
CARTESIAN COORDINATES (ANGSTROEM)
O (0.78476, -0.14249, -0.46190)  0.030
C (1.97814, -0.31328, -0.65632)  -0.465
C (2.54429, -0.84743, -1.96442)  -0.080
C (1.43864, -1.18762, -2.96922)  -0.171
C (1.25856, -2.67846, -3.25746)  -0.169
C (1.11480, -3.58462, -2.02661)  -0.109
N (0.38080, -3.00258, -0.90854)  0.086
C (1.03716, -2.88530, 0.30325)  -0.380
O (2.21657, -3.16562, 0.41582)  0.080
C (0.21294, -2.40501, 1.40821)  -0.073
C (0.74037, -2.38785, 2.69992)  -0.025
C (0.00604, -1.87534, 3.74587)  -0.073
C (-1.25959, -1.35491, 3.49798)  -0.065
C (-1.79909, -1.36812, 2.22821)  0.001
C (-1.07381, -1.91294, 1.16430)  -0.136
N (-1.58765, -1.99042, -0.11157)  0.045
C (-2.91646, -1.49459, -0.39610)  -0.031
C (-3.09689, 0.02276, -0.24822)  -0.457
O (-4.17871, 0.47467, 0.06163)  0.068
N (-1.99120, 0.74078, -0.54328)  0.166
C (-1.86852, 2.12992, -0.63648)  -0.213
C (-2.86572, 3.01150, -0.22744)  -0.002
C (-2.67911, 4.37574, -0.35586)  -0.005
C (-1.49821, 4.84875, -0.89495)  -0.286
F (-1.31184, 6.18360, -1.01249)  0.047
C (-0.49644, 3.99216, -1.31433)  -0.017
C (-0.68747, 2.63222, -1.18185)  -0.017
C (-0.91762, -2.60717, -1.15045)  -0.424
O (-1.44657, -2.78812, -2.22599)  0.102
N (2.91227, -0.01281, 0.25924)  0.101
C (2.59500, 0.41892, 1.61429)  -0.064
C (1.72446, 1.63122, 1.64878)  -0.268
C (0.43650, 1.80095, 2.06226)  -0.009
C (0.15748, 3.18254, 1.92981)  -0.060
C (1.29419, 3.74673, 1.44375)  -0.124
O (2.24946, 2.81782, 1.27138)  0.055
H (3.21305, -0.08377, -2.36775)  0.124
H (3.14799, -1.72613, -1.73256)  0.119
H (0.49605, -0.78854, -2.58676)  0.100
H (1.63362, -0.69021, -3.92047)  0.114
H (0.36659, -2.78235, -3.87566)  0.103
H (2.11198, -3.05008, -3.82881)  0.115
H (0.59984, -4.50102, -2.32924)  0.135
H (2.09320, -3.84801, -1.62068)  0.117
H (1.73048, -2.79384, 2.84592)  0.124
H (0.41017, -1.86688, 4.74595)  0.106
H (-1.83377, -0.93346, 4.30946)  0.113
H (-2.77965, -0.95133, 2.06914)  0.112
H (-3.66223, -1.99235, 0.23110)  0.143
H (-3.12941, -1.75006, -1.44084)  0.139
H (-1.11992, 0.24530, -0.70792)  0.106
H (-3.78362, 2.62705, 0.18386)  0.102
H (-3.44121, 5.07070, -0.04073)  0.118
H (0.41218, 4.39195, -1.73548)  0.121
H (0.08592, 1.94617, -1.48920)  0.108
H (3.87086, -0.25088, 0.06382)  0.148
H (3.54249, 0.63444, 2.11272)  0.137
H (2.07644, -0.38438, 2.14776)  0.109
H (-0.22668, 1.03626, 2.40992)  0.099
H (-0.76278, 3.67835, 2.15817)  0.106
H (1.54088, 4.75749, 1.18705)  0.124

No. 4
The following is a quantum chemistry calculation of a molecular structure, C26H25FN5O5SV, from the Open Molecules 2025 dataset.

Results
calculated total energy = -3097.87357 hartree
spin multiplicity = 3
HOMO level (spin up / spin down) = -7.488 / -8.066 eV
Kohn-Sham gap (spin up / spin down) = 0.2888 / 0.2969 hartree

Each line ends with the Löwdin charge.
CARTESIAN COORDINATES (ANGSTROEM)
V (-0.45104, 0.40430, -0.13425)  0.821
O (-6.27858, 1.48509, 2.39668)  0.102
C (-4.95441, 1.40498, 2.68519)  -0.466
O (-4.57894, 1.38756, 3.83883)  0.134
C (-4.05341, 1.42101, 1.52809)  -0.062
C (-4.08892, 2.33744, 0.47482)  0.010
N (-2.99349, 2.12168, -0.28806)  0.086
N (-2.25884, 1.11007, 0.20469)  -0.052
C (-2.87860, 0.65407, 1.30417)  -0.101
C (-2.19110, -0.50345, 1.92115)  -0.536
O (-2.61692, -1.13283, 2.88223)  0.091
O (-1.09212, -0.77137, 1.27682)  -0.112
H (-6.45272, 1.43330, 1.42316)  0.130
H (-4.79657, 3.14152, 0.26373)  0.142
H (-2.71463, 2.60804, -1.14137)  0.161
S (1.56016, 4.12707, 1.36744)  1.014
C (0.22682, 3.81764, 2.41272)  -0.415
C (-0.51870, 2.74778, 2.04332)  -0.179
C (-0.03272, 2.10181, 0.87345)  -0.238
C (1.09910, 2.74463, 0.41821)  -0.523
C (1.79311, 2.20166, -0.70482)  -0.273
C (3.05563, 2.58747, -1.14277)  -0.018
C (3.61099, 1.93415, -2.22823)  -0.055
C (2.87786, 0.91237, -2.83316)  -0.054
C (1.64581, 0.57021, -2.32631)  -0.109
N (1.09095, 1.19901, -1.28506)  -0.010
H (0.06116, 4.46800, 3.26987)  0.068
H (-1.39776, 2.39852, 2.61036)  0.116
H (3.58414, 3.38661, -0.60891)  0.110
H (4.60473, 2.22110, -2.59546)  0.115
H (3.27028, 0.37502, -3.70780)  0.112
H (1.07868, -0.24674, -2.77270)  0.124
F (-2.41501, -0.34268, -5.89341)  0.036
C (-2.05236, -0.08714, -4.61149)  -0.291
C (-1.72095, 1.20661, -4.25001)  -0.020
C (-1.32140, 1.44537, -2.94045)  -0.136
C (-1.25965, 0.41867, -1.99486)  -0.267
C (-1.65064, -0.85151, -2.39555)  -0.118
C (-2.02954, -1.12936, -3.70105)  -0.020
H (-1.76047, 2.02005, -4.98842)  0.121
H (-1.00164, 2.45778, -2.66618)  0.106
H (-1.63571, -1.68018, -1.65925)  0.111
H (-2.31335, -2.14488, -4.00921)  0.122
C (1.40293, -3.52095, -1.10062)  -0.021
N (1.84767, -3.17673, 0.23527)  -0.082
C (2.58276, -4.18459, 0.97424)  -0.160
C (2.31245, -4.00016, 2.45180)  -0.152
C (2.74086, -2.59717, 2.82100)  -0.160
N (2.13408, -1.61728, 1.93643)  -0.067
C (2.00008, -0.28383, 2.48209)  -0.012
C (1.68465, -1.91170, 0.69651)  -0.408
O (1.17904, -1.03053, -0.05397)  -0.065
H (0.87562, -4.49169, -1.06959)  0.097
H (2.26418, -3.60790, -1.79337)  0.102
H (0.73012, -2.73507, -1.46473)  0.076
H (3.66577, -4.09895, 0.74405)  0.136
H (2.24624, -5.16994, 0.61254)  0.126
H (2.87223, -4.73610, 3.04598)  0.121
H (1.22793, -4.14749, 2.66862)  0.141
H (3.84420, -2.50012, 2.76711)  0.134
H (2.44860, -2.33561, 3.85552)  0.131
H (1.38684, -0.31045, 3.40851)  0.113
H (1.50747, 0.36490, 1.73869)  0.064
H (2.99709, 0.13091, 2.72774)  0.105

Question: The lowest calculated total energy belongs to which entry?
Answer: C26H25Cr2N5O3